Entry 1:
Entry from the Open Molecules 2025 dataset: an isolated molecule of C9H17N3O5 at a distorted geometry (ωB97M-V with the def2-TZVPD basis set).

As for the structure (SMILES): C[C@@H](O)[C@H](N)C(=O)N[C@@H](CCC(N)=O)C(=O)O. The calculation puts the highest occupied orbital energy at -0.350 hartree. Its relative energy (zero: lowest compared OMol25 entry of this formula, charge and spin) is 11.2 kcal/mol.

Each line ends with the natural charge from an NBO analysis.
Geometry (Å):
C 1.40341 -1.26680 0.51117  -0.166
C 0.12971 -0.48036 0.75794  0.705
C 2.48354 -0.41177 -0.06845  0.096
C 3.91864 -0.93522 0.00442  -0.632
C -2.26170 -0.24496 0.34921  -0.155
C -3.35125 -1.13773 -0.19217  0.798
C -2.50795 1.15316 -0.20490  -0.398
C -1.52377 2.17838 0.26310  -0.514
C -0.17579 2.24530 -0.49923  0.701
H 1.16780 -2.43739 -1.18643  0.375
H 1.76359 -3.24997 0.02654  0.368
H 1.78940 -1.48926 1.54617  0.222
H 2.43355 0.56232 0.47613  0.167
H 1.42252 0.40528 -1.54403  0.502
H 4.57778 -0.17988 -0.42501  0.224
H 4.16336 -1.76044 -0.66965  0.218
H 4.26999 -1.08424 0.98806  0.211
H -0.96850 -1.72178 -0.38909  0.450
H -2.35936 -0.27447 1.46824  0.233
H -3.51707 1.39691 0.16346  0.231
H -2.49567 1.12211 -1.26126  0.237
H -2.04434 3.13639 0.11658  0.239
H -1.20692 2.10133 1.34478  0.240
H 0.83453 2.47519 1.23845  0.416
H 1.84401 2.54983 -0.19009  0.404
H -5.27772 -1.22669 -0.42835  0.507
N 1.11809 -2.54726 -0.19364  -0.850
N -0.95673 -0.72016 -0.05867  -0.635
N 0.90701 2.62469 0.24640  -0.829
O 0.19608 0.37410 1.63517  -0.668
O 2.18302 -0.18927 -1.41249  -0.754
O -3.23876 -2.17355 -0.79901  -0.583
O -0.10977 1.84272 -1.66280  -0.658
O -4.61074 -0.63648 0.04944  -0.703

Forces on the atoms, in the same order (eV/Å):
0.0 -2.4 1.3
0.2 0.3 0.1
0.3 1.3 -0.2
0.0 0.6 -1.6
0.0 0.1 0.4
-1.6 -0.8 -0.5
-0.6 -0.4 1.8
1.3 1.6 1.1
-0.6 -1.4 -0.4
0.1 0.4 -0.7
1.0 -1.0 0.6
-0.7 -0.1 -0.8
0.2 -0.7 0.0
0.1 0.0 0.1
-0.2 0.4 0.1
-0.6 -0.4 0.4
0.2 -0.5 1.2
0.2 1.4 0.2
0.1 0.3 -0.8
0.4 0.4 -0.4
-0.1 -0.1 -1.3
0.5 0.1 0.1
-1.0 0.0 -1.1
0.2 0.1 0.0
-1.2 0.1 0.5
1.5 0.9 0.9
-0.8 1.6 0.4
0.6 -2.2 0.7
0.4 0.3 -1.1
-0.7 -0.4 -0.1
0.1 0.3 -1.4
0.7 0.4 0.3
0.4 0.7 0.7
-0.2 -0.8 -0.7

=====

Entry 2:
Entry from the Open Molecules 2025 dataset: a 2-piece molecular cluster, C5H14N2O3 overall at a distorted geometry (ωB97M-V with the def2-TZVPD basis set).

The calculation puts the highest occupied orbital energy (spin up / spin down) at -0.203 / -0.203 hartree. Its relative energy (zero: lowest compared OMol25 entry of this formula, charge and spin) is 158.3 kcal/mol.

Each line ends with the natural charge from an NBO analysis.
Geometry (Å):
C 1.80053 -0.91094 0.01579  0.067
C 0.48647 1.15182 -1.98984  -0.448
N 0.58638 0.86595 -0.56840  -0.109
N 2.62003 -0.40108 0.94856  -0.752
O 1.27206 1.97168 0.02886  -0.620
H 0.75760 2.25043 0.81098  0.497
H 2.37069 -0.55301 1.91515  0.389
H 3.02090 0.51154 0.77617  0.409
H 1.18817 -1.75412 0.29090  0.249
H 2.12548 -0.85341 -1.01046  0.190
H -0.13677 2.03228 -2.17890  0.199
H 0.06163 0.27125 -2.46708  0.238
H 1.48371 1.34040 -2.39228  0.204
C -2.27439 -1.27356 1.04639  -0.664
C -1.08350 -0.81814 0.25185  -0.142
C -0.84914 0.63943 0.13354  0.183
O -0.98781 -1.51159 -0.99393  -0.774
O -0.74727 1.25458 1.40824  -0.741
H -1.87198 -1.76710 -1.30601  0.446
H -0.40736 0.51964 1.95373  0.465
H -1.61313 1.21439 -0.41548  0.146
H -2.36974 -0.70241 1.97183  0.213
H -2.20576 -2.33840 1.28121  0.209
H -3.22682 -1.13963 0.48916  0.144

Forces on the atoms, in the same order (eV/Å):
0.3 0.4 -0.1
0.1 0.0 0.0
-1.1 -0.2 1.1
-0.5 0.0 -0.1
0.1 -0.2 -0.5
-0.3 -0.5 -0.2
-0.1 0.0 -0.1
0.1 -0.1 -0.1
-0.3 0.2 0.0
0.0 0.1 0.0
0.0 -0.1 0.0
-0.1 0.0 0.0
0.0 0.0 0.1
-0.1 0.4 -0.4
0.9 -0.4 1.0
0.7 0.1 0.0
0.0 0.1 -0.2
-0.1 -0.4 -0.4
0.1 0.2 0.1
-0.1 0.0 0.1
0.4 0.3 -0.3
-0.1 -0.1 0.0
0.1 0.1 0.1
-0.1 0.0 0.0

=====

Entry 3:
Entry from the Open Molecules 2025 dataset: an isolated molecule of CH3O2PS at a distorted geometry (ωB97M-V with the def2-TZVPD basis set).

The calculation puts the highest occupied orbital energy at -0.372 hartree. Its relative energy (zero: lowest compared OMol25 entry of this formula, charge and spin) is 149.2 kcal/mol.

Each line ends with the natural charge from an NBO analysis.
Geometry (Å):
C -0.13847 -0.81878 1.19460  -0.332
O -1.60500 -0.64370 -1.03361  -0.912
O -1.89895 1.31701 0.48303  -0.860
P 1.11985 0.94582 -0.81646  0.147
S -1.05739 0.17096 0.02060  1.777
H -0.07719 -1.86353 0.74333  0.158
H 1.71763 -0.38640 -0.87567  0.012
H 1.93950 1.27862 0.28418  0.010

Forces on the atoms, in the same order (eV/Å):
0.1 0.8 -0.3
0.0 0.3 -0.5
2.5 -2.4 -0.6
-0.5 -1.6 0.6
-1.3 0.8 0.8
-0.2 1.2 -0.1
-0.5 0.7 -0.1
-0.3 0.1 0.3

=====

Entry 4:
Entry from the Open Molecules 2025 dataset: C3H7N4O as an isolated structure at a distorted geometry (ωB97M-V with the def2-TZVPD basis set).

The calculation puts the highest occupied orbital energy at -0.524 hartree. Its relative energy (zero: lowest compared OMol25 entry of this formula, charge and spin) is 97.1 kcal/mol. Its net charge is +1.

Each line ends with the natural charge from an NBO analysis.
Geometry (Å):
C 1.72520 -0.62396 0.25466  -0.181
C -2.42616 -0.24290 0.39992  0.868
C 1.41377 -1.79512 0.85176  -0.181
N 1.18134 -0.26034 -0.85862  -0.007
N -2.73465 -1.35633 0.00567  -0.740
N 0.72815 0.57509 -1.50464  0.236
N 0.23743 2.20469 -0.83012  -0.863
O -1.75959 0.71718 0.55333  -0.585
H 2.40895 0.01420 0.89824  0.266
H 1.81649 -2.20725 1.77757  0.241
H 0.72259 -2.38460 0.42083  0.201
H -3.45259 -2.08452 0.10631  0.460
H 0.01247 2.00809 0.20563  0.428
H -0.68310 2.33696 -1.37523  0.432
H 0.80970 3.09881 -0.90531  0.427

Forces on the atoms, in the same order (eV/Å):
2.8 -1.8 6.8
1.0 -2.5 -1.4
1.8 1.8 0.4
-1.8 2.4 -3.3
-0.5 1.2 0.9
0.1 -1.9 -1.8
-1.2 2.1 2.1
-1.0 0.1 0.4
-0.8 -0.1 -1.6
0.1 0.8 -0.1
-2.3 -2.1 -1.6
0.5 1.1 0.1
0.1 0.8 -2.1
1.9 -0.3 1.3
-0.8 -1.5 0.1

=====

Entry 5:
Entry from the Open Molecules 2025 dataset: a 12-piece molecular cluster, C28H69N5O7S7 overall at a distorted geometry (ωB97M-V with the def2-TZVPD basis set).

The calculation puts the highest occupied orbital energy at -0.305 hartree. Its relative energy (zero: lowest compared OMol25 entry of this formula, charge and spin) is 17.7 kcal/mol.

Each line ends with the Mulliken charge.
Geometry (Å):
C -4.08681 -3.01640 2.61184  -0.765
C -5.57310 -2.48419 2.59547  -0.712
N -5.70938 -1.10961 2.21716  0.117
C -5.08925 -0.14516 3.24311  -0.515
C -5.12869 1.35370 2.96832  -0.980
C -5.34064 -0.84759 0.88146  0.086
C -5.65923 -1.99343 -0.13981  -1.618
H -3.40721 -2.56311 3.33348  0.071
H -3.61029 -3.05173 1.63215  0.161
H -4.07932 -4.04608 2.96933  0.449
H -6.14748 -3.23771 2.05659  0.337
H -5.93955 -2.59316 3.61623  0.426
H -5.59045 -0.31305 4.19638  0.546
H -4.16358 -0.56047 3.64157  0.218
H -5.57188 1.53399 1.98895  0.239
H -5.80115 1.65087 3.77306  0.349
H -4.20572 1.93223 2.92935  0.166
H -4.27387 -0.65104 0.77435  0.052
H -5.90177 -0.00102 0.48579  0.319
H -6.63648 -2.47407 -0.09436  0.341
H -4.91671 -2.75792 0.08893  0.329
H -5.40060 -1.64646 -1.14022  0.426
C 1.28882 2.81813 -4.43843  0.460
C 2.12997 3.24897 -5.58116  0.141
N 2.81047 3.54324 -6.41338  -0.484
H 1.91680 2.40919 -3.64691  -0.070
H 0.83228 1.86708 -4.71259  -0.404
H 0.53502 3.54017 -4.12451  0.427
C 0.91630 0.15966 -0.36110  0.653
C -0.25217 -0.19105 0.41613  0.138
N -1.26323 -0.41377 1.01652  -0.525
H 0.70050 0.21862 -1.42789  -0.543
H 1.68816 -0.59996 -0.23736  -0.063
H 1.30747 1.11789 -0.01922  0.382
C 4.64191 3.57747 -3.26927  0.152
C 4.60117 4.62207 -2.31366  0.186
N 4.57605 5.39349 -1.44805  -0.475
H 4.03350 3.60493 -4.17326  -0.031
H 4.31861 2.72762 -2.66816  -0.310
H 5.69491 3.43903 -3.51449  0.350
C -1.70376 -0.40161 -3.20011  0.381
C -1.73884 -1.74273 -3.68125  0.046
N -1.74152 -2.85804 -3.95971  -0.510
H -0.64185 -0.24656 -3.00929  -0.394
H -2.08878 -0.44622 -2.18135  0.009
H -1.95784 0.43723 -3.84810  0.491
C 3.65395 -0.08792 -2.63205  -0.534
S 4.74585 0.30027 -4.04466  0.791
O 6.08294 0.52544 -3.37915  -0.728
C 4.72784 -1.39839 -4.75386  -1.185
H 3.85355 0.48618 -1.72725  0.022
H 3.78713 -1.14828 -2.41753  0.466
H 2.64750 -0.04618 -3.04848  0.067
H 3.73803 -1.83882 -4.63384  0.210
H 5.45853 -1.84521 -4.07967  0.518
H 5.04020 -1.19856 -5.77885  0.374
C -3.38556 1.93961 -0.48787  0.097
S -2.81650 2.75239 -2.06296  0.369
O -1.28508 2.43767 -1.92664  -0.449
C -3.17746 4.48577 -1.46318  -0.884
H -2.75923 2.28641 0.33405  -0.138
H -3.20894 0.86873 -0.58847  -0.431
H -4.44098 2.16588 -0.33621  0.552
H -2.67962 4.58813 -0.49893  0.175
H -4.25209 4.66676 -1.44024  0.398
H -2.76541 5.29490 -2.06620  0.372
C 0.13735 3.72521 4.62664  -0.694
S -1.07863 3.65333 3.24245  0.417
O -0.24686 3.76824 1.94252  -0.602
C -1.37445 1.81072 3.29375  -0.336
H 0.96276 3.04349 4.42154  0.160
H -0.42478 3.36284 5.48734  0.223
H 0.49530 4.74879 4.73725  0.400
H -2.02662 1.46004 2.49388  -0.216
H -1.82878 1.45686 4.21920  0.233
H -0.47369 1.20451 3.19763  0.368
C 3.98282 -4.65337 1.58717  -0.573
S 3.35865 -5.97821 0.46414  0.421
O 4.65285 -6.62216 -0.03553  -0.629
C 2.89716 -4.84836 -0.90773  -0.807
H 3.37389 -3.78145 1.34829  -0.078
H 5.02301 -4.41493 1.36524  0.338
H 3.98319 -4.94769 2.63668  0.397
H 2.66214 -5.44881 -1.78655  0.396
H 3.79652 -4.24762 -1.04327  0.246
H 2.18159 -4.10930 -0.54738  0.264
C -2.36596 -0.90456 6.48517  -0.833
S -0.95991 -0.03669 7.31343  0.274
O -0.76923 1.23460 6.44601  -0.480
C -1.87741 0.89120 8.58118  -0.953
H -3.16257 -0.21944 6.19514  0.160
H -2.70874 -1.73657 7.10028  0.554
H -1.83404 -1.43911 5.69815  0.256
H -2.09472 0.31400 9.47991  0.398
H -2.72397 1.43823 8.16621  0.284
H -1.07066 1.53268 8.93580  0.327
C 0.19893 -1.08542 -6.45263  -0.613
S 1.67168 -0.23541 -7.07176  0.334
O 2.41342 0.37504 -5.92803  -0.419
C 2.62997 -1.63683 -7.69714  -1.101
H -0.55660 -1.55991 -7.07884  0.466
H -0.30777 -0.51773 -5.67219  -0.155
H 0.62790 -1.93379 -5.91938  0.343
H 3.40962 -1.26859 -8.36396  0.406
H 2.07715 -2.30635 -8.35611  0.418
H 3.35149 -2.19483 -7.10035  0.304
C 4.50593 1.00549 1.64449  -1.033
S 3.47337 -0.45730 1.77720  0.749
O 3.99008 -1.38320 0.72764  -0.637
C 4.07839 -1.11038 3.44138  -1.137
H 3.97969 1.82673 2.13104  0.369
H 4.63537 1.36460 0.62352  0.227
H 5.46554 0.65873 2.02789  0.372
H 4.10584 -0.34899 4.22089  0.409
H 5.05472 -1.59171 3.38475  0.359
H 3.37310 -1.89456 3.71656  0.320

Forces on the atoms, in the same order (eV/Å):
-0.4 -0.6 0.3
2.0 -0.8 1.5
-0.5 1.1 1.6
-0.1 -2.3 0.2
-0.7 -0.5 -0.4
-0.6 -0.2 -2.3
1.3 0.1 0.9
-0.1 0.6 -0.2
0.0 0.3 0.0
-0.3 -0.3 -0.2
-0.2 0.7 -0.5
-0.1 0.1 0.2
-1.1 0.0 -0.2
1.1 0.3 -1.1
-0.4 0.1 0.2
0.1 1.1 -0.5
0.2 -0.4 0.5
0.4 0.2 -0.1
0.2 0.5 0.2
-0.1 0.5 0.0
-0.2 -0.4 -0.3
-0.4 0.1 0.0
0.3 -0.9 -0.7
-3.3 -1.4 4.2
2.7 1.4 -3.5
0.2 0.9 0.3
-0.5 0.3 -0.5
0.4 -0.1 0.1
0.6 -0.1 -0.1
-4.8 -0.8 2.4
4.4 0.7 -2.6
-0.3 0.2 0.2
0.0 0.0 0.1
-0.1 0.1 0.0
0.5 -1.4 -0.2
-0.6 2.5 1.7
0.1 -0.9 -1.1
0.1 0.6 0.2
0.2 -0.4 -0.3
-0.1 -0.4 -0.3
1.5 0.4 0.9
-0.6 -1.2 -0.8
0.0 0.2 -0.1
0.2 0.3 0.0
-0.6 0.7 -0.2
-0.7 -0.4 0.2
-0.3 -1.1 -0.9
0.4 0.6 1.3
-0.5 -0.4 -0.7
0.2 1.3 0.9
0.0 0.2 -0.4
0.3 0.0 0.4
-0.3 0.5 0.3
0.1 0.1 -0.3
0.2 -0.5 -0.5
0.1 -0.7 0.1
-0.2 0.4 -0.9
2.4 -0.4 2.1
-2.5 0.9 -0.9
0.7 -0.2 0.0
0.0 0.3 -0.2
-0.2 0.1 -0.2
0.0 -0.1 0.1
-0.3 -0.2 0.2
0.0 -0.4 0.3
0.2 -0.5 -0.5
-0.8 -0.3 -0.4
2.2 -1.8 -1.8
-1.3 0.3 1.7
-0.3 -0.1 0.6
-0.1 0.0 -0.1
0.2 0.2 0.2
-0.2 -0.1 0.0
0.0 0.7 -0.2
-0.1 0.5 0.3
0.4 0.6 -0.1
-0.4 0.0 -0.3
2.5 0.1 -0.6
-1.6 0.2 0.5
0.8 0.3 1.0
0.1 0.1 0.6
-0.1 -0.2 -0.6
-0.5 -0.1 -0.1
-0.3 0.2 0.2
0.2 -0.3 -0.4
-0.6 -0.4 -0.3
1.3 -0.7 0.7
-2.1 3.1 -1.2
0.7 -2.0 0.2
1.0 -1.0 1.2
0.3 0.0 -0.1
-0.3 0.3 0.4
-0.4 0.5 -0.7
-0.6 -0.3 -0.2
0.3 -0.2 -0.1
-0.2 0.5 -0.3
0.5 -1.5 1.5
0.0 0.7 -1.3
-0.5 -0.8 0.3
1.1 -0.4 -1.0
0.4 0.6 -0.8
0.2 0.5 -0.3
-0.1 -0.2 0.3
-0.4 1.0 -0.4
-0.5 0.0 0.4
-1.0 -0.2 1.2
0.0 -0.1 0.1
0.3 -0.3 0.6
-0.2 -0.3 0.0
-0.3 0.1 -0.6
0.5 -0.1 0.7
-0.2 -0.6 -0.2
0.1 0.8 0.2
-0.2 0.2 -0.2
0.1 0.3 -0.5
-0.2 0.2 0.0

=====

Entry 6:
Entry from the Open Molecules 2025 dataset: an isolated molecule of C4H3NS at a distorted geometry (ωB97M-V with the def2-TZVPD basis set).

The calculation puts the highest occupied orbital energy at -0.364 hartree. Its relative energy (zero: lowest compared OMol25 entry of this formula, charge and spin) is 94.6 kcal/mol.

Each line ends with the natural charge from an NBO analysis.
Geometry (Å):
C -1.96375 -0.50896 0.00868  -0.321
C -3.26716 -0.56690 -0.05540  0.252
C 0.06036 -0.07267 0.13639  0.147
C 1.49448 0.22861 -0.01508  -0.694
N -0.71783 -1.17270 0.21461  -0.429
S -1.13396 1.20095 -0.04226  0.285
H 2.16116 0.40244 0.90874  0.260
H 1.52454 1.14907 -0.60091  0.242
H 1.84216 -0.65983 -0.55477  0.257

Forces on the atoms, in the same order (eV/Å):
1.2 0.6 0.7
0.5 0.2 -0.1
-2.8 -1.0 0.5
0.9 -0.7 1.0
1.7 1.8 -0.6
-1.1 -0.7 -0.2
-1.4 -0.5 -1.1
0.4 -0.3 -0.2
0.7 0.5 -0.1

=====

Number 1: molecular weight 247.25 g/mol. Number 2: molecular weight 150.18 g/mol. Number 3: molecular weight 110.07 g/mol. Number 4: molecular weight 115.12 g/mol. Number 5: molecular weight 812.36 g/mol. Number 6: molecular weight 97.14 g/mol.